[1]
C13H24HgN6OV as an isolated structure, computed with ωB97M-V/def2-TZVPD.

2S+1: 2
Net charge: +2
LUMO energy (alpha / beta): -10.189 / -11.863 eV
HOMO-LUMO gap (alpha / beta): 4.820 / 3.070 eV
E_HOMO (alpha / beta): -15.009 / -14.933 eV

Each line ends with the natural charge from an NBO analysis.
CARTESIAN COORDINATES (ANGSTROEM)
N -0.44 -1.54 1.05  -0.728
C -1.15 -2.35 1.64  0.824
O -1.83 -3.13 2.29  -0.439
Hg -3.03 -1.76 -0.69  0.874
V -0.06 -0.01 -0.10  1.302
N -1.50 1.21 0.11  -0.429
N 0.31 -0.33 -1.87  -0.385
C -2.14 1.70 1.36  0.083
C 0.73 -1.44 -2.76  0.080
C -3.49 1.01 1.61  -0.618
C -2.41 3.21 1.35  -0.632
C -1.21 1.38 2.51  -0.627
C 0.17 -1.32 -4.19  -0.624
C 2.26 -1.47 -2.87  -0.618
C 0.26 -2.77 -2.20  -0.607
H -4.19 1.10 0.77  0.215
H -4.00 1.41 2.50  0.276
H -3.37 -0.06 1.80  0.199
H -1.49 3.76 1.12  0.231
H -2.74 3.56 2.34  0.263
H -3.18 3.53 0.64  0.230
H -0.97 0.31 2.54  0.211
H -1.68 1.66 3.46  0.264
H -0.28 1.94 2.41  0.234
H -0.92 -1.25 -4.19  0.212
H 0.41 -2.21 -4.80  0.267
H 0.57 -0.46 -4.75  0.233
H 2.67 -0.54 -3.25  0.225
H 2.61 -2.27 -3.54  0.262
H 2.71 -1.67 -1.89  0.229
H 0.58 -2.91 -1.17  0.226
H 0.66 -3.61 -2.79  0.269
H -0.83 -2.85 -2.24  0.182
C 0.44 0.98 -2.50  -0.465
H 0.24 1.75 -1.75  0.225
H 1.43 1.17 -2.93  0.268
H -0.26 1.14 -3.33  0.257
C -2.20 1.76 -1.07  -0.477
H -1.97 2.82 -1.27  0.258
H -1.91 1.23 -1.97  0.210
H -3.31 1.70 -1.05  0.248
N 1.69 -0.13 1.05  -0.596
C 2.61 -0.31 1.79  0.688
N 3.73 -0.46 2.38  -0.442
C 3.87 -0.27 3.68  0.362
N 4.17 -0.14 4.83  -0.217



[2]
A 18-piece molecular cluster, C108H90N18O36 overall, computed with ωB97M-V/def2-TZVPD.

LUMO energy: -1.111 eV
HOMO-LUMO gap: 8.708 eV
E_HOMO: -9.819 eV

Each line ends with the Löwdin charge.
CARTESIAN COORDINATES (ANGSTROEM)
C -9.82 0.71 -1.54  -0.051
C -9.09 -0.35 -0.91  -0.031
C -7.74 -0.43 -1.15  -0.021
C -7.11 0.55 -1.90  -0.142
C -7.78 1.58 -2.53  0.016
C -9.14 1.66 -2.25  -0.075
N -5.68 0.28 -2.21  -0.333
O -5.07 -0.59 -1.59  0.044
O -5.16 0.96 -3.01  0.091
H -10.85 0.87 -1.41  0.097
H -9.60 -1.03 -0.22  0.114
H -7.17 -1.28 -0.72  0.111
H -7.39 2.36 -3.10  0.102
H -9.71 2.48 -2.67  0.115
C -3.11 0.47 4.66  -0.034
C -3.19 1.51 3.69  -0.039
C -1.96 1.97 3.16  0.002
C -0.78 1.47 3.67  -0.176
C -0.69 0.50 4.61  -0.022
C -1.86 -0.04 5.10  -0.036
N 0.50 1.94 3.12  -0.324
O 1.44 1.93 3.91  0.083
O 0.54 2.30 1.97  0.064
H -4.00 0.02 5.10  0.099
H -4.10 1.98 3.32  0.102
H -1.76 2.71 2.37  0.112
H 0.19 0.16 5.14  0.111
H -1.81 -0.85 5.84  0.099
C 5.07 0.79 2.28  -0.073
C 5.88 1.58 3.14  -0.041
C 7.11 1.11 3.52  -0.016
C 7.42 -0.14 3.14  -0.172
C 6.73 -0.92 2.24  -0.007
C 5.47 -0.46 1.85  -0.089
N 8.65 -0.74 3.70  -0.392
O 9.45 -0.02 4.21  0.093
O 8.72 -1.91 3.61  0.096
H 4.12 1.14 1.89  0.097
H 5.54 2.54 3.50  0.111
H 7.74 1.56 4.32  0.144
H 7.15 -1.90 2.06  0.106
H 4.82 -1.12 1.31  0.076
C 5.49 -2.48 5.65  -0.052
C 5.25 -3.02 6.91  -0.074
C 3.96 -3.01 7.45  -0.014
C 2.96 -2.43 6.67  -0.147
C 3.16 -1.88 5.38  0.017
C 4.44 -1.96 4.86  -0.047
N 1.58 -2.34 7.21  -0.350
O 1.40 -2.75 8.32  0.101
O 0.69 -1.99 6.46  0.039
H 6.58 -2.45 5.35  0.123
H 6.10 -3.29 7.57  0.118
H 3.66 -3.37 8.45  0.129
H 2.26 -1.45 4.90  0.116
H 4.62 -1.52 3.89  0.080
C -1.14 -3.71 -1.69  -0.026
C -1.74 -3.97 -2.97  -0.042
C -3.10 -3.88 -3.12  -0.028
C -3.90 -3.71 -2.00  -0.129
C -3.37 -3.54 -0.71  0.030
C -1.97 -3.49 -0.61  -0.064
N -5.36 -3.66 -2.13  -0.381
O -5.77 -3.63 -3.23  0.097
O -6.10 -3.67 -1.16  0.065
H -0.11 -3.90 -1.48  0.071
H -1.10 -4.08 -3.79  0.091
H -3.54 -4.08 -4.07  0.117
H -3.98 -3.42 0.17  0.086
H -1.59 -3.32 0.36  0.085
C 3.92 -7.20 5.48  -0.061
C 3.29 -6.02 5.84  -0.043
C 2.00 -6.08 6.40  0.011
C 1.42 -7.32 6.47  -0.156
C 1.98 -8.51 6.13  -0.010
C 3.27 -8.44 5.60  -0.056
N -0.02 -7.35 6.91  -0.320
O -0.56 -8.44 7.01  0.076
O -0.48 -6.25 7.25  0.060
H 4.97 -7.14 5.15  0.111
H 3.73 -5.06 5.73  0.072
H 1.42 -5.17 6.51  0.109
H 1.47 -9.44 6.27  0.118
H 3.70 -9.40 5.40  0.100
C 1.68 4.75 -4.47  -0.041
C 2.05 3.73 -5.34  -0.077
C 1.77 3.80 -6.68  -0.006
C 0.97 4.83 -7.09  -0.154
C 0.66 5.91 -6.28  -0.014
C 1.01 5.90 -5.00  -0.072
N 0.58 4.89 -8.49  -0.348
O -0.26 5.72 -8.80  0.088
O 1.06 4.06 -9.24  0.078
H 1.77 4.68 -3.36  0.110
H 2.49 2.80 -4.78  0.112
H 2.03 3.08 -7.39  0.107
H 0.20 6.79 -6.76  0.139
H 0.71 6.66 -4.32  0.075
C -1.57 -0.31 -4.80  -0.085
C -2.90 -0.48 -5.01  -0.052
C -3.55 0.49 -5.75  -0.008
C -2.93 1.66 -6.08  -0.170
C -1.62 1.92 -5.77  0.004
C -0.92 0.89 -5.08  -0.047
N -3.72 2.71 -6.76  -0.346
O -3.25 3.81 -6.84  0.088
O -4.86 2.40 -7.11  0.062
H -1.04 -1.02 -4.22  0.075
H -3.40 -1.41 -4.67  0.119
H -4.58 0.28 -6.11  0.136
H -1.18 2.80 -6.17  0.099
H 0.14 0.97 -4.84  0.079
C -3.54 3.08 0.20  -0.062
C -4.51 2.13 0.56  -0.063
C -5.85 2.52 0.57  -0.008
C -6.15 3.84 0.28  -0.161
C -5.22 4.81 -0.09  0.027
C -3.88 4.38 -0.07  -0.049
N -7.53 4.25 0.49  -0.349
O -8.20 3.69 1.35  0.065
O -7.95 5.25 -0.07  0.069
H -2.50 2.81 0.22  0.093
H -4.35 1.14 1.00  0.086
H -6.67 1.86 0.88  0.117
H -5.60 5.82 -0.27  0.131
H -3.18 5.10 -0.45  0.091
C 1.47 10.21 -1.64  -0.051
C 0.52 10.26 -0.64  -0.052
C -0.04 9.07 -0.14  0.007
C 0.39 7.87 -0.67  -0.151
C 1.33 7.81 -1.73  -0.029
C 1.85 8.97 -2.20  -0.072
N -0.27 6.66 -0.19  -0.381
O -0.82 6.75 0.87  0.092
O -0.12 5.65 -0.82  0.058
H 1.83 11.08 -2.18  0.111
H 0.10 11.19 -0.28  0.109
H -0.83 9.19 0.58  0.123
H 1.50 6.84 -2.18  0.098
H 2.51 8.91 -3.03  0.107
C -8.08 -1.04 4.56  -0.082
C -7.08 -1.83 5.16  -0.026
C -5.95 -2.17 4.37  0.016
C -5.87 -1.69 3.09  -0.193
C -6.86 -0.97 2.47  0.009
C -7.99 -0.63 3.24  -0.054
N -4.76 -2.07 2.28  -0.319
O -4.11 -2.99 2.69  0.103
O -4.49 -1.30 1.36  0.047
H -8.94 -0.69 5.20  0.127
H -7.17 -2.09 6.22  0.111
H -5.12 -2.78 4.66  0.097
H -6.65 -0.67 1.48  0.081
H -8.87 -0.11 2.81  0.117
C 6.35 -5.63 -2.55  -0.054
C 5.08 -6.00 -3.09  -0.027
C 4.49 -5.15 -4.05  -0.010
C 5.14 -4.03 -4.45  -0.161
C 6.32 -3.65 -3.91  -0.014
C 6.91 -4.45 -2.95  -0.070
N 4.55 -3.27 -5.61  -0.319
O 3.39 -3.60 -5.94  0.051
O 5.10 -2.29 -6.01  0.098
H 6.86 -6.25 -1.85  0.100
H 4.56 -6.87 -2.73  0.095
H 3.55 -5.49 -4.49  0.124
H 6.80 -2.78 -4.22  0.109
H 7.86 -4.23 -2.55  0.104
C -4.23 4.25 -3.74  -0.072
C -2.85 4.31 -3.62  -0.045
C -2.31 5.56 -3.38  -0.001
C -3.13 6.68 -3.42  -0.132
C -4.45 6.60 -3.70  -0.013
C -5.03 5.37 -3.88  -0.048
N -2.44 8.00 -3.27  -0.324
O -3.18 8.96 -3.12  0.073
O -1.24 8.07 -3.25  0.077
H -4.75 3.28 -4.01  0.112
H -2.26 3.37 -3.57  0.102
H -1.28 5.66 -3.19  0.077
H -5.00 7.49 -3.92  0.125
H -6.02 5.26 -4.20  0.101
C 5.21 0.81 -3.67  -0.047
C 5.10 -0.11 -2.63  -0.047
C 4.02 -0.98 -2.62  -0.026
C 3.11 -0.84 -3.59  -0.181
C 3.14 0.13 -4.58  -0.030
C 4.24 0.88 -4.65  -0.099
N 1.99 -1.79 -3.55  -0.301
O 1.22 -1.76 -4.47  0.096
O 2.02 -2.63 -2.65  0.022
H 6.17 1.33 -3.66  0.121
H 5.94 -0.18 -1.92  0.118
H 3.97 -1.81 -1.93  0.124
H 2.46 0.08 -5.45  0.141
H 4.36 1.61 -5.47  0.122
C 0.37 -5.26 2.52  -0.056
C 0.41 -4.13 3.31  -0.053
C -0.66 -3.81 4.13  0.016
C -1.71 -4.69 4.15  -0.187
C -1.79 -5.84 3.47  0.002
C -0.73 -6.09 2.60  -0.048
N -2.76 -4.42 5.15  -0.334
O -2.77 -3.35 5.70  0.066
O -3.59 -5.32 5.28  0.075
H 1.24 -5.50 1.92  0.079
H 1.22 -3.45 3.21  0.076
H -0.69 -2.98 4.84  0.098
H -2.59 -6.57 3.50  0.131
H -0.80 -6.99 2.03  0.097
C 2.50 5.03 0.87  -0.081
C 3.66 5.66 1.24  -0.041
C 4.87 5.01 0.95  -0.007
C 4.85 3.80 0.36  -0.186
C 3.71 3.17 -0.04  -0.005
C 2.49 3.81 0.22  -0.058
N 6.10 3.06 0.18  -0.351
O 6.99 3.61 0.77  0.078
O 6.15 1.97 -0.34  0.077
H 1.55 5.52 1.10  0.097
H 3.75 6.63 1.72  0.117
H 5.77 5.51 1.28  0.123
H 3.73 2.15 -0.52  0.123
H 1.56 3.27 0.01  0.089
C 2.34 -6.02 -0.47  -0.072
C 2.64 -4.64 -0.50  -0.052
C 3.64 -4.21 0.37  0.025
C 4.24 -5.09 1.32  -0.123
C 3.99 -6.45 1.28  -0.007
C 2.97 -6.91 0.43  -0.071
N 5.33 -4.64 2.21  -0.329
O 5.53 -3.46 2.11  0.060
O 5.86 -5.40 3.00  0.085
H 1.68 -6.43 -1.20  0.104
H 2.16 -4.02 -1.19  0.044
H 3.92 -3.14 0.43  0.099
H 4.59 -7.06 1.95  0.119
H 2.74 -7.98 0.39  0.113
C -1.38 0.84 -1.64  -0.061
C -1.83 0.09 -0.54  -0.031
C -0.86 -0.51 0.28  -0.001
C 0.45 -0.18 0.07  -0.136
C 0.91 0.50 -1.06  -0.018
C -0.02 1.07 -1.89  -0.068
N 1.53 -0.74 0.94  -0.333
O 1.22 -1.32 1.94  0.092
O 2.62 -0.71 0.43  0.058
H -2.15 1.43 -2.21  0.112
H -2.93 0.05 -0.32  0.092
H -1.15 -1.18 1.03  0.098
H 2.00 0.75 -1.22  0.122
H 0.28 1.68 -2.75  0.097



[3]
C25H20BF2IN5O5ReS2 as an isolated structure, computed with ωB97M-V/def2-TZVPD.

2S+1: 4
Net charge: +1
LUMO energy (alpha / beta): -3.729 / -4.174 eV
HOMO-LUMO gap (alpha / beta): 7.126 / 6.931 eV
E_HOMO (alpha / beta): -10.855 / -11.105 eV

Each line ends with the natural charge from an NBO analysis.
CARTESIAN COORDINATES (ANGSTROEM)
Re 0.36 -0.47 -0.89  1.063
C 4.23 -0.05 1.58  -0.649
C 3.27 1.08 1.74  0.215
N 3.52 2.02 2.63  -0.358
C 2.62 3.02 2.80  0.010
C 1.45 3.12 2.09  -0.031
C 0.50 4.26 2.37  -0.103
O 0.20 5.04 1.21  -0.730
C 1.18 2.12 1.13  -0.139
C -0.06 2.22 0.39  0.244
N -0.50 1.46 -0.57  -0.544
C -1.64 1.96 -1.29  0.185
C -1.93 3.32 -1.33  -0.223
C -3.04 3.79 -2.02  -0.177
C -3.87 2.92 -2.71  -0.182
C -3.57 1.56 -2.71  -0.216
C -2.46 1.12 -2.02  -0.208
I -2.04 -0.91 -2.09  0.528
C 2.10 1.11 0.97  0.316
O 1.92 0.08 0.11  -0.672
H 5.13 0.15 2.17  0.243
H 4.51 -0.20 0.54  0.226
H 3.78 -0.98 1.94  0.236
H 2.87 3.77 3.54  0.203
H 0.93 4.88 3.16  0.195
H -0.45 3.89 2.75  0.206
H 0.97 5.56 0.99  0.480
H -0.68 3.05 0.66  0.231
H -1.28 4.04 -0.86  0.244
H -3.24 4.85 -2.04  0.235
H -4.74 3.28 -3.25  0.236
H -4.20 0.87 -3.26  0.232
O -1.45 0.87 2.45  -0.944
S -0.69 -0.35 2.54  2.308
O 0.63 -0.29 3.09  -0.927
N -0.66 -1.06 1.04  -1.038
C -1.18 -2.34 1.07  0.667
O -1.18 -3.10 0.11  -0.630
C -1.75 -2.68 2.40  -0.159
C -2.36 -3.86 2.79  -0.154
C -2.83 -3.96 4.09  -0.189
C -2.67 -2.90 4.99  -0.178
C -2.04 -1.72 4.61  -0.200
C -1.60 -1.65 3.30  -0.238
H -2.48 -4.67 2.08  0.238
H -3.32 -4.86 4.42  0.228
H -3.04 -3.00 6.00  0.230
H -1.91 -0.90 5.30  0.241
F 2.20 -0.15 -3.40  -0.510
B 1.19 0.40 -2.71  0.949
F 0.81 1.61 -3.15  -0.509
S 1.68 -2.49 -1.28  0.032
C 1.34 -3.11 -2.82  0.296
N 2.12 -4.15 -3.22  -0.489
C 2.01 -4.74 -4.43  0.128
C 1.07 -4.27 -5.30  -0.321
C 0.28 -3.22 -4.84  0.171
N 0.39 -2.66 -3.65  -0.475
H 2.83 -4.49 -2.57  0.448
H 2.69 -5.55 -4.64  0.246
H 0.95 -4.71 -6.28  0.262
H -0.50 -2.81 -5.48  0.222



[4]
C31H48I2NPRu as an isolated structure, computed with ωB97M-V/def2-TZVPD.

2S+1: 2
Net charge: +3
LUMO energy (alpha / beta): -12.002 / -12.000 eV
HOMO-LUMO gap (alpha / beta): 5.448 / 5.422 eV
E_HOMO (alpha / beta): -17.450 / -17.422 eV

Each line ends with the Löwdin spin population.
CARTESIAN COORDINATES (ANGSTROEM)
Ru -1.53 -0.08 -0.46  0.954
C 1.68 -1.26 -5.39  -0.001
C 0.33 -1.43 -4.67  -0.002
C -0.79 -0.73 -5.44  -0.001
C 0.49 -0.95 -3.25  -0.005
C 0.44 0.40 -2.93  0.028
C 0.74 0.92 -1.64  0.001
C 0.97 2.42 -1.52  0.001
C 0.41 3.22 -2.71  0.000
C 2.48 2.76 -1.43  0.000
C 1.02 -0.02 -0.58  -0.025
C 1.23 -1.41 -0.94  -0.007
C 0.87 -1.84 -2.24  0.000
C 2.07 -2.35 -0.13  -0.001
C 1.55 -3.80 -0.10  0.000
C 3.50 -2.36 -0.72  -0.001
C 1.53 0.45 0.76  0.000
C 2.90 0.64 0.88  -0.001
C 3.48 1.11 2.04  -0.001
C 2.65 1.41 3.13  0.000
C 1.30 1.19 3.03  0.001
C 0.72 0.69 1.89  0.005
P -1.05 0.23 1.85  -0.005
C -1.15 -1.27 2.94  -0.003
C -0.72 -1.05 4.40  -0.002
C -2.61 -1.74 2.88  0.002
C -0.17 -2.29 2.37  0.000
C -2.07 1.64 2.54  -0.003
C -2.27 1.70 4.06  -0.001
C -3.49 1.49 1.93  0.013
C -1.36 2.94 2.12  0.000
H 1.59 -1.63 -6.41  0.000
H 2.48 -1.81 -4.90  0.000
H 1.97 -0.21 -5.44  0.000
H 0.12 -2.50 -4.63  0.000
H -0.56 0.31 -5.65  0.000
H -1.75 -0.78 -4.90  0.000
H -0.93 -1.23 -6.40  0.000
H 0.21 1.09 -3.73  0.001
H 0.51 2.76 -0.58  0.000
H 1.05 3.10 -3.59  0.000
H 0.40 4.28 -2.46  0.000
H -0.60 2.94 -3.04  0.000
H 3.07 2.08 -2.04  0.000
H 2.84 2.74 -0.42  0.000
H 2.65 3.77 -1.81  0.000
H 0.95 -2.89 -2.48  0.000
H 2.13 -1.96 0.88  0.000
H 1.90 -4.35 -0.97  0.000
H 0.47 -3.87 -0.07  0.000
H 1.94 -4.31 0.77  0.000
H 3.50 -2.84 -1.70  0.000
H 4.16 -2.92 -0.06  0.000
H 3.93 -1.37 -0.85  0.000
H 3.53 0.40 0.04  0.000
H 4.55 1.26 2.10  0.000
H 3.05 1.81 4.05  0.000
H 0.69 1.41 3.90  0.000
H -1.33 -0.35 4.96  0.000
H 0.33 -0.76 4.48  0.000
H -0.81 -2.02 4.90  0.000
H -3.26 -1.12 3.49  0.000
H -2.68 -2.76 3.28  0.000
H -3.03 -1.76 1.87  0.002
H 0.85 -2.05 2.67  0.000
H -0.18 -2.38 1.29  0.000
H -0.40 -3.28 2.79  0.000
H -2.84 0.86 4.45  0.000
H -2.84 2.60 4.27  0.000
H -1.34 1.79 4.62  0.000
H -4.15 0.95 2.60  0.000
H -3.52 0.94 0.97  0.009
H -3.93 2.48 1.78  0.000
H -0.64 3.25 2.88  0.000
H -2.09 3.75 2.03  0.000
H -0.80 2.88 1.19  0.000
I -3.43 -0.49 -2.23  0.045
C -3.96 2.67 -0.88  -0.001
I -2.12 2.68 -1.09  0.001
H -4.46 3.59 -0.58  0.000
H -4.52 1.76 -1.08  0.000
N -1.94 -3.11 -0.29  -0.002
C -1.73 -1.98 -0.31  0.000
H -2.19 -4.09 -0.32  0.000



[5]
A 3-piece molecular cluster, C2H12N3O2 overall, computed with ωB97M-V/def2-TZVPD.

Net charge: +1
LUMO energy: -3.115 eV
HOMO-LUMO gap: 11.567 eV
E_HOMO: -14.682 eV

Each line ends with the natural charge from an NBO analysis.
CARTESIAN COORDINATES (ANGSTROEM)
C -0.07 -2.39 -0.02  -0.516
N 0.07 -0.95 -0.13  -0.576
C 0.53 -0.23 -1.17  0.695
N 0.26 1.14 -1.42  -0.771
N 1.49 -0.86 -1.94  -0.786
H 0.77 -3.11 0.32  0.250
H -0.73 -2.92 -0.72  0.242
H -0.79 -2.67 0.96  0.273
H -0.70 -0.40 0.36  0.459
H -0.12 1.68 -0.62  0.441
H 1.01 1.62 -1.80  0.397
H 2.20 -0.15 -2.43  0.438
H 1.77 -1.79 -1.57  0.435
H -0.70 -0.62 2.87  0.500
H -2.32 -0.08 2.80  0.521
O -1.47 -0.41 2.35  -1.008
H 0.07 3.98 0.98  0.473
H -0.92 3.63 1.86  0.484
O -0.42 3.08 1.21  -0.953